The following is a DFT calculation (ωB97M-V/def2-TZVPD) of a structure of composition C42H40CaN2O6P2.

Each line ends with the Löwdin charge.
Atoms and positions in Å:
Ca -0.25521 -4.15006 0.69057  1.325
C 1.82181 -5.15355 0.13649  -0.207
C 2.10085 -3.84022 0.24539  -0.209
C 2.30965 -2.89641 -0.89152  -0.179
C 1.06135 -2.13640 -1.43700  -0.165
C -0.19304 -2.93798 -1.54668  -0.193
C -0.29469 -4.24285 -1.85736  -0.176
C 0.82458 -5.14110 -2.25445  -0.165
C 1.55758 -5.92450 -1.12010  -0.156
C -2.40263 -3.70951 0.72677  -0.372
H 1.80930 -5.77151 1.05829  0.117
H 2.29532 -3.42652 1.25954  0.133
H 2.79558 -3.44883 -1.71275  0.113
H 3.05788 -2.13763 -0.56845  0.123
H 0.89666 -1.23531 -0.80563  0.103
H 1.28692 -1.73661 -2.44733  0.135
H -1.12255 -2.35631 -1.40039  0.124
H -1.31080 -4.68960 -1.93182  0.135
H 1.56240 -4.55235 -2.82260  0.109
H 0.43240 -5.89169 -2.97454  0.131
H 0.97609 -6.84381 -0.89623  0.117
H 2.54119 -6.28179 -1.48014  0.135
H -2.72989 -4.50293 1.39027  -0.048
H -2.81376 -3.75801 -0.25958  -0.059
H -2.42042 -2.72955 1.18402  -0.066
P 1.08693 5.53204 1.72800  1.011
P -1.70693 5.72880 -0.71859  1.003
C 1.08217 5.93981 -0.02017  -0.341
C 0.06416 5.88278 -0.94272  -0.355
C 2.38511 6.63352 2.44632  -0.404
C 3.46529 7.13002 1.71202  -0.103
C 4.39946 7.97914 2.32444  -0.082
C 4.26447 8.32457 3.66974  -0.087
C 3.18413 7.82358 4.41336  -0.087
C 2.24505 6.99380 3.80721  -0.108
C 1.97189 3.91170 1.65183  -0.366
C 1.27511 2.83895 1.05898  -0.105
C 1.86047 1.57650 0.98721  -0.093
C 3.13755 1.35939 1.52516  -0.097
C 3.82171 2.41847 2.12774  -0.086
C 3.24566 3.69096 2.18983  -0.083
C -2.23751 7.29157 -1.57169  -0.368
C -1.92384 8.50692 -0.92842  -0.111
C -2.30950 9.72133 -1.49087  -0.091
C -3.03537 9.74422 -2.69019  -0.093
C -3.36405 8.54213 -3.32099  -0.088
C -2.96693 7.31955 -2.76800  -0.087
C -2.22073 4.44867 -1.93919  -0.411
C -3.37543 3.69374 -1.63051  -0.108
C -3.81502 2.70086 -2.50078  -0.086
C -3.10098 2.43073 -3.67879  -0.089
C -1.95530 3.16862 -3.97940  -0.086
C -1.51494 4.18167 -3.11419  -0.102
H 2.09081 6.15426 -0.41844  0.061
H 0.35018 6.07929 -1.99688  0.071
H 3.58562 6.86047 0.66751  0.089
H 5.23421 8.37296 1.74020  0.104
H 4.99064 8.98745 4.14377  0.103
H 3.07290 8.09409 5.46301  0.103
H 1.38866 6.62039 4.37235  0.098
H 0.27277 2.99758 0.65820  0.098
H 1.31730 0.75321 0.52103  0.081
H 3.59127 0.36600 1.47638  0.094
H 4.81167 2.25619 2.55356  0.103
H 3.79253 4.51040 2.65313  0.098
H -1.37768 8.49403 0.01544  0.100
H -2.05442 10.65494 -0.99044  0.102
H -3.34529 10.69667 -3.12537  0.102
H -3.93356 8.54999 -4.25024  0.102
H -3.22057 6.38890 -3.27423  0.096
H -3.91114 3.89329 -0.70025  0.098
H -4.70770 2.12420 -2.26016  0.104
H -3.43986 1.64080 -4.35160  0.102
H -1.39250 2.95626 -4.89133  0.103
H -0.62661 4.75622 -3.36029  0.093
O 0.23055 -6.73428 2.49536  -0.014
C -0.52244 -7.08094 1.55620  -0.611
O -0.93855 -6.34320 0.60336  -0.170
C -0.96767 -8.54592 1.52191  -0.087
C -2.02531 -8.95704 0.70124  0.084
C -2.41328 -10.32112 0.68348  -0.094
C -1.74679 -11.27470 1.45374  0.073
C -0.68422 -10.85638 2.25981  -0.094
C -0.29513 -9.49463 2.30496  0.083
N 0.07351 -11.86549 3.06967  -0.307
O -0.31913 -13.04872 2.97540  0.062
O 1.01999 -11.43276 3.75182  0.067
N -3.57698 -10.73883 -0.16586  -0.308
O -4.13959 -9.83955 -0.81813  0.067
O -3.87073 -11.95182 -0.13063  0.063
H -2.55313 -8.23446 0.08988  0.126
H -2.04250 -12.31013 1.42849  0.124
H 0.53299 -9.19664 2.94187  0.127

Properties
- HOMO energy (eV) = -6.81
- 2S+1 = 1

***

The following is a DFT calculation (ωB97M-V/def2-TZVPD) of a structure of composition C42H40F9N4O5P2S3TeV.

Each line ends with the Löwdin spin population.
Atoms and positions in Å:
V 0.78603 -0.73560 -1.81074  1.911
N -0.57710 -0.51787 -0.41282  0.015
S -0.50841 -1.00122 0.98785  0.012
N -1.52425 0.08952 1.81294  -0.001
S -1.15163 1.58440 1.75181  0.001
N -0.18341 2.23695 0.73875  0.007
S -0.01845 1.97044 -0.89039  0.012
N 1.08962 1.05922 -1.30717  -0.007
C -1.76400 2.04416 -1.41374  0.001
C -2.42939 1.01987 -2.07652  0.002
C -3.76243 1.19572 -2.41450  0.000
C -4.42832 2.36518 -2.07877  0.000
C -3.76243 3.37881 -1.40122  0.000
C -2.42619 3.22665 -1.07115  0.000
C 0.59122 3.57450 -1.37360  -0.001
C 1.70229 4.03963 -0.67758  0.000
C 2.33973 5.18524 -1.11849  0.000
C 1.88557 5.84048 -2.26001  -0.001
C 0.79976 5.34342 -2.96391  0.000
C 0.14624 4.19656 -2.52766  -0.001
C -2.72808 2.38181 1.78374  0.000
C -3.87042 1.64894 1.51431  0.000
C -5.08678 2.31830 1.47371  0.000
C -5.13619 3.68640 1.70226  0.000
C -3.97369 4.40303 1.97635  0.000
C -2.75451 3.75077 2.01668  0.000
C -0.46427 2.11485 3.30260  0.000
C 0.74284 2.79157 3.37248  0.000
C 1.24346 3.12035 4.62727  0.000
C 0.53855 2.77477 5.77161  0.000
C -0.67185 2.09264 5.67713  0.000
C -1.17999 1.75527 4.43659  0.000
C -1.41277 -2.42733 1.58684  0.001
C -0.86534 -3.37958 2.43385  0.000
C -1.67583 -4.42239 2.85725  0.000
C -2.99197 -4.50747 2.42215  0.000
C -3.50895 -3.55585 1.54993  0.000
C -2.71768 -2.50358 1.12542  0.000
C 0.93323 -0.76365 2.05403  0.003
C 2.14435 -0.38853 1.50132  0.003
C 3.19642 -0.07326 2.34606  0.001
C 3.04137 -0.15346 3.72342  0.000
C 1.82027 -0.53542 4.26686  0.000
C 0.75309 -0.83117 3.43398  0.001
H -1.93473 0.10428 -2.33393  0.001
H -4.26983 0.41382 -2.96548  0.000
H -5.46964 2.49352 -2.35461  0.000
H -4.27971 4.29237 -1.13259  0.000
H -1.90234 4.02078 -0.55385  0.000
H 2.06586 3.49211 0.18427  0.000
H 3.20754 5.55714 -0.58515  0.000
H 2.39798 6.72779 -2.61295  0.000
H 0.46391 5.83365 -3.87077  0.000
H -0.67238 3.78179 -3.10309  0.000
H -3.79207 0.58184 1.34095  0.000
H -5.99553 1.76855 1.26003  0.000
H -6.08864 4.20445 1.66316  0.000
H -4.01957 5.47106 2.15527  0.000
H -1.83547 4.29230 2.22228  0.000
H 1.27365 3.03728 2.46217  0.000
H 2.19002 3.64280 4.70611  0.000
H 0.93530 3.03335 6.74754  0.000
H -1.21419 1.82076 6.57418  0.000
H -2.11360 1.20756 4.34416  0.000
H 0.17954 -3.33866 2.71780  0.000
H -1.26174 -5.18672 3.50277  0.000
H -3.61369 -5.33421 2.74501  0.000
H -4.52440 -3.64570 1.18247  0.000
H -3.09153 -1.75995 0.42717  0.000
H 2.28036 -0.33616 0.43368  0.003
H 4.14692 0.21717 1.91301  0.000
H 3.87475 0.08083 4.37737  0.000
H 1.69297 -0.59473 5.34132  0.000
H -0.20981 -1.09673 3.85228  0.000
C 4.52216 -3.39603 0.34282  0.000
C 4.57202 -3.69689 -1.13453  0.000
O 3.25067 -3.53864 -1.70596  0.001
P 2.82199 -2.39104 -2.70708  0.003
O 1.28374 -2.32457 -2.52607  0.004
Te 3.76673 -0.30330 -2.28846  -0.007
O 3.15986 -2.93709 -4.14030  -0.001
C 2.64391 -4.23711 -4.56517  0.000
C 3.80788 -5.10635 -4.96724  0.000
H 5.46314 -3.69797 0.81624  0.000
H 3.69132 -3.93855 0.79954  0.000
H 4.37139 -2.32729 0.50277  0.000
H 4.85548 -4.73117 -1.31537  0.000
H 5.27579 -3.04898 -1.65080  0.000
H 1.97543 -4.03992 -5.40026  0.000
H 2.06759 -4.69947 -3.76693  0.000
H 4.32270 -4.69010 -5.83556  0.000
H 3.44897 -6.10844 -5.21788  0.000
H 4.52252 -5.18847 -4.14473  0.000
F -1.08496 -3.42258 -1.41529  0.001
C -0.33198 -4.41228 -0.91712  0.000
F 0.18020 -5.10427 -1.94411  0.000
F -1.14934 -5.23008 -0.22470  0.000
C 0.79890 -3.93557 0.02721  0.000
O 1.39153 -4.87294 0.53255  0.001
O 1.00610 -2.67840 0.25799  0.004
F -0.72619 -1.16041 -3.90891  0.013
P -0.17900 -0.01642 -4.97974  0.001
F -0.13885 -1.09076 -6.14375  0.000
F -0.19920 1.03352 -3.70659  0.006
F -1.69216 0.38184 -5.31034  0.000
F 1.32384 -0.40776 -4.52862  0.007
F 0.37818 1.14210 -5.92311  0.000

Properties
- energy relative to the best compared isomer or geometry (same formula, charge and spin) (eV) = 3.560
- HOMO energy (alpha / beta) (eV) = -7.52 / -7.57
- 2S+1 = 3

***

The following is a DFT calculation (ωB97M-V/def2-TZVPD) of a structure of composition C42H40N5O2PSZn.

Each line ends with the Löwdin charge.
Atoms and positions in Å:
Zn 0.23636 0.33362 0.15883  0.728
C 2.06753 -1.48396 2.65866  -0.090
N 1.76502 -0.07010 2.52460  -0.275
C 1.48466 0.51259 3.82723  -0.088
C 2.86453 0.65024 1.89119  -0.183
C 3.14662 0.16754 0.48856  -0.269
C 4.46766 -0.06053 0.11654  -0.055
C 4.78111 -0.50623 -1.15892  -0.094
C 3.75751 -0.73827 -2.06257  -0.103
C 2.43977 -0.51132 -1.68449  -0.154
C 2.09600 -0.05084 -0.41201  -0.174
H 2.96608 -1.65680 3.27500  0.095
H 2.23724 -1.92482 1.67605  0.083
H 1.22548 -1.99341 3.13148  0.076
H 2.36849 0.47510 4.48642  0.092
H 0.67702 -0.03794 4.31217  0.084
H 1.17775 1.55127 3.71461  0.076
H 3.78412 0.56381 2.49833  0.120
H 2.59250 1.71120 1.87408  0.129
H 5.25980 0.10708 0.83865  0.104
H 5.81329 -0.67639 -1.43826  0.096
H 3.98130 -1.08552 -3.06421  0.099
H 1.66271 -0.67325 -2.42046  0.060
C -6.42531 5.06919 0.80923  -0.050
C -5.02330 4.55991 0.99601  -0.271
C -4.64697 3.30544 0.52870  -0.029
C -3.35232 2.83978 0.69821  -0.068
C -2.42216 3.63511 1.34778  -0.304
C -2.77954 4.88269 1.83958  -0.044
C -4.07334 5.33940 1.65380  -0.033
S -0.73101 3.10954 1.48938  0.561
O -0.24298 3.63371 2.74155  -0.300
O -0.03347 3.52686 0.29572  -0.352
N -0.81102 1.51392 1.45466  -0.190
C -1.44616 0.84802 2.49229  -0.283
C -2.04320 1.41710 3.59735  -0.021
C -2.67122 0.63080 4.58073  -0.061
C -2.69751 -0.73137 4.49921  -0.048
C -2.07466 -1.35970 3.39747  -0.158
C -2.00947 -2.76488 3.26610  -0.003
C -1.34923 -3.31766 2.20890  -0.042
C -0.76447 -2.45816 1.26240  -0.131
N -0.83273 -1.15333 1.33277  0.074
C -1.46366 -0.57918 2.39424  -0.161
H -7.02390 4.37195 0.22539  0.074
H -6.42384 6.03096 0.29472  0.081
H -6.91779 5.21491 1.77173  0.083
H -5.37551 2.68562 0.02092  0.113
H -3.05692 1.86789 0.32381  0.109
H -2.04267 5.47926 2.36082  0.119
H -4.35536 6.31555 2.03042  0.116
H -2.00761 2.48656 3.74136  0.100
H -3.12905 1.13090 5.42432  0.109
H -3.17081 -1.33730 5.26016  0.109
H -2.47631 -3.38492 4.02174  0.120
H -1.26153 -4.38708 2.08454  0.107
H -0.20930 -2.87594 0.43337  0.093
N -1.59809 0.91462 -3.30194  -0.131
P -0.76146 2.01361 -2.25174  1.076
C -1.47959 3.52899 -3.01003  -0.330
C -1.40488 3.73955 -4.38805  -0.097
C -1.98147 4.85974 -4.96358  -0.083
C -2.62495 5.79843 -4.16640  -0.087
C -2.67699 5.61332 -2.79498  -0.073
C -2.10467 4.48523 -2.22034  -0.078
C 0.91138 2.06007 -2.99491  -0.372
C 1.23212 1.39959 -4.17637  -0.115
C 2.52944 1.43006 -4.66734  -0.089
C 3.51819 2.11553 -3.97657  -0.091
C 3.20499 2.77160 -2.79483  -0.071
C 1.90921 2.74320 -2.30372  -0.092
C -1.61442 -0.43613 -3.08685  -0.391
C -2.49903 -1.27275 -3.79252  -0.018
C -2.39114 -2.63080 -3.62651  -0.074
C -1.40573 -3.14322 -2.77960  -0.072
C -0.60833 -2.24168 -2.11176  -0.160
N -0.71729 -0.91392 -2.22340  0.088
H -2.26604 1.28249 -3.96138  0.098
H -0.87162 3.03588 -5.01902  0.099
H -1.91462 5.00872 -6.03348  0.102
H -3.06966 6.67710 -4.61533  0.102
H -3.15728 6.34799 -2.16140  0.104
H -2.12497 4.36279 -1.15244  0.072
H 0.47258 0.83718 -4.70717  0.098
H 2.76956 0.90802 -5.58487  0.102
H 4.53333 2.12652 -4.35201  0.103
H 3.97458 3.29179 -2.23950  0.108
H 1.67229 3.24198 -1.37229  0.090
H -3.23578 -0.84018 -4.45669  0.109
H -3.05684 -3.29619 -4.16060  0.108
H -1.26127 -4.20589 -2.65470  0.100
H 0.19734 -2.58464 -1.47215  0.092

Properties
- energy relative to the best compared isomer or geometry (same formula, charge and spin) (eV) = 0.000
- HOMO energy (eV) = -7.82
- 2S+1 = 1

***

The following is a DFT calculation (ωB97M-V/def2-TZVPD) of a structure of composition C42H40N6O4SeSiTi.

Each line ends with the Löwdin spin population.
Atoms and positions in Å:
Ti 0.00000 0.00000 0.00000  0.185
C 0.90008 2.62172 3.33952  0.070
C 0.70856 2.16373 2.05305  0.134
N 0.40905 0.88888 1.74473  0.144
C 0.30097 -0.02104 2.72644  0.019
C 0.45965 0.36738 4.08264  0.015
C 0.76889 1.70502 4.37167  0.215
C 0.29297 -0.56203 5.11490  0.091
C -0.06327 -1.86547 4.81011  0.044
C -0.21976 -2.24456 3.47639  0.059
C 0.00845 -1.35727 2.40355  0.074
N -0.16180 -1.69691 1.09135  0.017
C 0.68695 -2.61734 0.54486  0.063
C 0.71246 -3.97686 0.92086  0.039
C 1.57184 -4.90333 0.32900  0.049
C 2.41342 -4.50070 -0.69487  0.064
C 2.36812 -3.17707 -1.14567  0.019
C 3.17397 -2.76125 -2.21616  0.167
C 3.09533 -1.45410 -2.67226  0.044
C 2.20395 -0.61223 -2.04143  0.108
N 1.41686 -0.98204 -1.01488  0.175
C 1.49379 -2.23617 -0.54097  0.013
H 1.13784 3.65936 3.52996  0.000
H 0.79125 2.82308 1.19617  0.009
H 0.90065 2.03206 5.39768  0.014
H 0.41041 -0.27017 6.15249  0.003
H -0.23521 -2.59068 5.59756  0.002
H -0.55760 -3.25405 3.27834  0.004
H 0.02652 -4.34020 1.67589  0.001
H 1.56406 -5.93381 0.66614  0.003
H 3.07735 -5.22408 -1.15469  0.002
H 3.85550 -3.45543 -2.69630  0.011
H 3.70327 -1.10332 -3.49505  -0.001
H 2.08515 0.42182 -2.34563  0.014
C -2.38803 -2.82658 -1.56749  0.001
N -2.28196 -2.90067 -0.11022  0.000
C -2.31448 -1.89026 0.80182  0.004
Se -2.49892 -0.19672 0.41580  0.023
N -2.18427 -2.34355 2.07208  0.004
C -2.06764 -3.67639 1.94869  0.001
C -1.90908 -4.62793 2.95313  0.002
C -1.80892 -5.97666 2.56193  -0.001
C -1.86905 -6.33352 1.19450  0.002
C -2.03004 -5.34547 0.20437  0.000
C -2.12628 -4.01832 0.62601  0.001
H -2.50973 -1.78003 -1.91256  0.000
H -3.26682 -3.41398 -1.90694  0.000
H -1.46899 -3.24474 -2.02900  0.000
H -2.17621 -1.78290 2.95346  0.004
H -1.86440 -4.34221 3.99602  0.002
H -1.68490 -6.74566 3.31317  0.000
H -1.79069 -7.37388 0.90682  0.000
H -2.07686 -5.61090 -0.84364  0.000
O -0.77653 -0.67165 -3.82234  0.020
N -0.63305 -0.14425 -2.70685  0.010
O -0.89644 1.05959 -2.55061  0.014
O -0.22620 -0.82064 -1.74772  -0.003
C -2.93063 2.01287 -2.77776  0.001
C -2.62555 3.19296 -1.81958  0.001
C -3.03280 4.50364 -2.52200  0.000
C -3.45771 2.99859 -0.53299  0.000
Si -0.64581 3.15832 -1.37258  0.005
O -0.25607 1.66770 -0.74992  0.030
C -0.02622 4.55702 -0.22595  0.001
C 1.34141 4.58543 0.12684  0.002
C 1.85476 5.58871 0.95211  0.001
C 1.01446 6.57946 1.44824  0.001
C -0.33920 6.56514 1.12374  0.001
C -0.85731 5.56323 0.29622  0.002
C 0.33603 3.48244 -3.00230  0.000
C 0.95607 2.40608 -3.66677  0.001
C 1.66778 2.61579 -4.84931  0.000
C 1.77237 3.89786 -5.38386  0.000
C 1.16970 4.97452 -4.73647  0.000
C 0.45689 4.77311 -3.55234  0.000
H -3.99711 1.98171 -3.02998  0.000
H -2.67123 1.04806 -2.32672  0.000
H -2.37423 2.10124 -3.71793  0.000
H -4.10788 4.50887 -2.73713  0.000
H -2.51311 4.62802 -3.47811  0.000
H -2.82090 5.38687 -1.91468  0.000
H -4.52884 2.96542 -0.76397  0.000
H -3.30584 3.81087 0.18349  0.000
H -3.20192 2.06032 -0.02688  0.000
H 2.02543 3.81676 -0.23667  0.002
H 2.91095 5.58991 1.21016  0.000
H 1.41271 7.35745 2.09421  0.000
H -0.99693 7.33433 1.52153  0.000
H -1.92170 5.59381 0.08582  0.000
H 0.89597 1.39428 -3.26310  0.000
H 2.14454 1.77687 -5.35022  0.000
H 2.32959 4.05848 -6.30323  0.000
H 1.25993 5.97495 -5.15260  0.000
H 0.00778 5.63833 -3.06714  0.000
H 1.73151 0.13631 -0.28811  -0.007

Properties
- charge = -2
- energy relative to the best compared isomer or geometry (same formula, charge and spin) (eV) = 0.986
- HOMO energy (alpha / beta) (eV) = 0.92 / -0.11
- 2S+1 = 3